# 1
Density functional theory data (wB97M-V/def2-TZVPD) for CH30AgO18 as an isolated structure in a non-equilibrium geometry.

Positions of all 50 atoms, in Å:
Ag (1.567280, -2.139200, 1.025140)
C (0.371280, -0.173200, -0.223860)
O (-0.082720, -0.540200, 1.123140)
O (1.568280, 0.330800, -0.212860)
O (-0.538720, -0.007200, -1.140860)
O (-2.207720, -1.841200, -1.068860)
H (-2.514720, -2.081200, -1.955860)
H (-1.706720, -1.009200, -1.167860)
O (-0.732720, -0.582200, 3.811140)
H (-1.687720, -0.357200, 3.817140)
H (-0.485720, -0.760200, 2.892140)
O (1.845280, 0.941800, -2.739860)
H (1.787280, 0.521800, -1.910860)
H (2.360280, 1.728800, -2.491860)
O (-2.333720, 0.588800, 1.034140)
H (-1.399720, 0.256800, 0.777140)
H (-2.211720, 1.563800, 1.180140)
O (-2.854720, -1.980200, 2.102140)
H (-2.452720, -2.781200, 1.886140)
H (-2.444720, -1.422200, 1.435140)
O (0.285280, 1.967800, 2.317140)
H (1.097280, 1.856800, 2.740140)
H (0.201280, 1.183800, 1.778140)
O (1.792280, -1.654200, 3.283140)
H (2.083280, -2.284200, 3.930140)
H (0.922280, -1.304200, 3.481140)
O (4.800280, 0.360800, -0.997860)
H (4.290280, -0.196200, -0.428860)
H (5.649280, 0.180800, -0.709860)
O (-0.932720, 2.513800, -2.094860)
H (-0.757720, 1.657800, -1.721860)
H (-1.223720, 2.946800, -1.282860)
O (-2.534720, 0.772800, -3.674860)
H (-1.883720, 1.433800, -3.401860)
H (-2.031720, -0.006200, -3.618860)
O (-3.462720, 1.575800, -1.107860)
H (-3.158720, 1.086800, -0.312860)
H (-2.942720, 1.281800, -1.838860)
O (1.494280, 2.908800, -0.137860)
H (1.624280, 3.040800, 0.807140)
H (1.488280, 1.944800, -0.232860)
O (0.204280, -1.734200, -3.158860)
H (-0.707720, -1.954200, -3.305860)
H (0.145280, -1.045200, -2.494860)
O (3.358280, 1.096800, 1.523140)
H (2.680280, 0.784800, 0.869140)
H (4.140280, 1.410800, 1.086140)
O (-0.466720, -3.342200, 0.455140)
H (-0.997720, -2.669200, -0.050860)
H (-1.001720, -4.074200, 0.131140)

Forces on the atoms, in the same order (eV/Å):
Ag 0.046 -0.207 0.082
C -1.709 2.475 3.415
O 1.360 0.042 -4.660
O -1.900 -2.781 -1.038
O 3.179 -0.747 1.871
O -0.792 -1.141 -0.342
H -0.055 0.060 0.506
H 0.218 0.451 0.117
O -0.243 -0.051 0.655
H 0.969 -0.412 -0.435
H -1.053 0.485 -0.399
O 0.750 1.400 -2.035
H -0.116 -0.926 1.579
H -0.330 -0.189 -0.367
O 1.063 1.352 0.150
H -1.698 0.367 0.960
H -0.078 -1.332 0.057
O -0.838 1.530 0.394
H 0.937 -2.383 -0.174
H -0.348 0.746 0.008
O -1.905 1.158 -0.551
H 2.129 -0.298 1.193
H -0.108 -0.710 -0.175
O 0.975 0.083 -1.008
H -0.251 -0.249 0.611
H -0.338 0.007 0.963
O -1.836 0.805 -1.140
H -1.022 -0.433 0.430
H 2.961 -0.364 0.652
O -0.219 0.938 -0.074
H 0.742 -1.079 -0.024
H -0.207 0.494 -0.341
O -0.794 1.182 -0.250
H 0.061 0.681 0.001
H 0.984 -1.746 -0.095
O -1.042 0.517 1.174
H -0.137 -0.033 -0.629
H 0.275 -0.373 -0.772
O 0.188 0.778 -0.167
H -0.168 -0.050 -0.056
H -0.053 0.410 -0.108
O 0.513 -0.480 -0.425
H -0.490 -0.365 -0.178
H 0.097 0.607 0.206
O -0.682 -0.630 0.861
H 0.833 0.420 0.412
H 0.116 0.249 -0.693
O -0.981 0.231 -0.668
H 0.480 0.322 0.281
H 0.516 -0.809 0.231

## Properties
- Charge: -1
- Total energy: -42380.6302 eV
- E_LUMO: 1.34 eV
- M: 438.1 g/mol

Löwdin population analysis, charges in e, atoms 1 to 6: 0.81, -0.58, -0.28, -0.13, -0.09, -0.05

***

# 2
Density functional theory data (wB97M-V/def2-TZVPD) for a 11-piece molecular cluster, C22H42B7F28N5O3 overall in a non-equilibrium geometry.

Positions of all 107 atoms, in Å:
C (-3.746152, 4.852614, -0.614836)
C (-4.498643, 3.715575, -0.022981)
O (-5.640550, 3.473218, -0.268599)
N (-3.736228, 2.747876, 0.838416)
H (-3.309634, 3.185296, 1.652606)
H (-4.425859, 2.090509, 1.201931)
C (-2.687161, 1.992128, 0.046752)
H (-3.045367, 4.391707, -1.319906)
H (-3.133305, 5.439756, 0.067747)
H (-4.343711, 5.484705, -1.266623)
H (-3.042075, 1.446328, -0.827839)
H (-2.382908, 1.200913, 0.733944)
H (-1.809449, 2.605975, -0.148373)
C (-0.059826, -1.178666, 0.729131)
C (-0.674388, -1.262812, -0.605566)
O (-1.657593, -0.680185, -0.973491)
N (0.132360, -2.011027, -1.665659)
H (0.044696, -1.416794, -2.494394)
H (1.145322, -1.953855, -1.532457)
C (-0.438583, -3.402471, -1.934773)
H (0.842779, -0.574185, 0.802635)
H (0.057056, -2.139176, 1.237568)
H (-0.707223, -0.584291, 1.377264)
H (-0.651580, -3.932749, -1.006201)
H (0.149494, -3.997760, -2.629255)
H (-1.456379, -3.268070, -2.301649)
C (5.430537, 1.669396, -0.225714)
N (4.981241, 1.632369, 1.193686)
C (3.800199, 1.099432, 1.546668)
C (3.387301, 0.979700, 2.867651)
C (4.281156, 1.349576, 3.876800)
C (5.488213, 2.004419, 3.473348)
C (5.751508, 2.156832, 2.141813)
C (4.059778, 1.212752, 5.309881)
C (4.576929, 2.140044, 6.227187)
C (4.365732, 1.935402, 7.588793)
N (3.671638, 0.885065, 8.064479)
C (3.116270, 0.008957, 7.204453)
C (3.310759, 0.158792, 5.834305)
C (3.579246, 0.701327, 9.516347)
H (5.619114, 2.728591, -0.400456)
H (4.598814, 1.445032, -0.890830)
H (6.236387, 0.958796, -0.383364)
H (3.249248, 0.698060, 0.703320)
H (2.424632, 0.565326, 3.141906)
H (6.226535, 2.270096, 4.214624)
H (6.657043, 2.655933, 1.825725)
H (5.130170, 3.003690, 5.891451)
H (4.725010, 2.535829, 8.412457)
H (2.503187, -0.766095, 7.640907)
H (3.020972, -0.602042, 5.119721)
H (2.744304, 1.274560, 9.910803)
H (4.570350, 0.897021, 9.921921)
H (3.454818, -0.352846, 9.761625)
C (-4.905613, 3.705468, -4.852565)
C (-3.896763, 2.590677, -4.419202)
C (-4.586419, 1.288017, -4.075530)
O (-3.592871, 0.427620, -3.595950)
C (-4.101251, -0.882151, -3.301242)
N (-2.917399, 2.409803, -5.610247)
H (-2.179962, 1.723417, -5.415652)
H (-3.228437, 2.209493, -6.556224)
H (-2.321779, 3.235404, -5.613921)
H (-4.447299, 4.694543, -4.740636)
H (-5.732370, 3.850606, -4.156393)
H (-5.261231, 3.721850, -5.881503)
H (-3.144022, 2.965682, -3.728248)
H (-5.043967, 0.813677, -4.950178)
H (-5.354004, 1.416478, -3.304626)
H (-4.245471, -1.075434, -2.240169)
H (-3.232348, -1.436495, -3.660535)
H (-4.926816, -1.208576, -3.934492)
B (1.190040, 2.482476, -0.408235)
F (2.490500, 2.349888, -0.830065)
F (0.289791, 1.545646, -0.866491)
F (1.201614, 2.309652, 1.002139)
F (0.743888, 3.756434, -0.747565)
B (0.182182, -0.172181, 4.342376)
F (-1.087894, -0.038309, 3.798652)
F (0.910524, -1.080235, 3.651847)
F (0.818397, 1.071717, 4.467623)
F (-0.045120, -0.612100, 5.667740)
B (-0.605266, -0.378457, -5.395615)
F (-0.261657, -1.439199, -4.635119)
F (-0.535976, 0.850992, -4.594773)
F (0.288724, -0.149815, -6.428382)
F (-1.913381, -0.484255, -5.909739)
B (3.569475, -1.571493, -1.494725)
F (4.706590, -0.764377, -1.621167)
F (2.908176, -1.580393, -2.733173)
F (3.934331, -2.882646, -1.265292)
F (2.702692, -1.068381, -0.509899)
B (-4.896683, -4.812657, -1.793595)
F (-5.182635, -3.518521, -2.242752)
F (-4.985377, -5.708714, -2.900973)
F (-3.614246, -4.875916, -1.286392)
F (-5.877611, -5.235782, -0.850043)
B (0.513689, -6.659977, -4.823646)
F (-0.338191, -7.606410, -5.372830)
F (-0.145339, -6.054203, -3.702014)
F (1.759328, -7.090969, -4.385873)
F (0.605007, -5.678848, -5.839583)
B (0.374163, -5.331258, 1.815953)
F (-0.084522, -4.251369, 2.585367)
F (1.093392, -6.194907, 2.682864)
F (-0.703150, -6.106207, 1.352278)
F (1.226385, -4.939876, 0.743518)

Forces on the atoms, in the same order (eV/Å):
C 1.040 -0.259 -0.661
C -1.065 0.643 -0.460
O 0.492 -0.322 0.463
N -0.426 0.089 -0.740
H 0.316 0.179 -0.029
H -0.137 -0.204 -0.083
C 1.052 -1.136 0.831
H 0.329 -0.049 0.174
H -0.113 -0.113 0.164
H -0.491 -0.051 0.521
H -0.496 0.494 -0.093
H 0.297 0.004 -0.114
H -0.161 0.133 -0.100
C -0.645 0.338 1.542
C 0.925 0.759 -0.724
O 0.257 -0.695 0.047
N -0.810 0.385 -0.137
H -0.429 -0.312 -0.562
H 0.118 -0.558 0.723
C -1.082 -0.048 0.314
H 0.354 -0.523 -0.796
H 0.310 -0.186 -0.276
H -0.467 -0.270 -0.124
H 0.868 0.036 0.232
H 0.193 0.229 0.080
H 0.208 0.263 -0.515
C -0.960 0.742 -0.007
N -1.111 -0.359 0.197
C -0.039 -0.554 -1.113
C 0.602 -0.078 1.104
C 1.024 1.102 -1.551
C -1.070 -0.854 0.143
C 1.335 0.269 0.666
C -0.602 -0.049 1.199
C -0.322 -0.243 0.982
C 0.227 0.111 -0.287
N -0.170 -0.308 -0.989
C -0.087 0.150 -0.685
C 0.331 -0.466 -0.033
C 0.288 -0.761 0.002
H 0.706 -0.159 -0.170
H -0.034 -0.442 0.291
H 0.074 0.219 0.041
H -0.351 -0.073 0.142
H -0.126 -0.048 -0.405
H 0.066 0.271 -0.175
H 0.001 -0.103 -0.186
H -0.027 0.067 0.165
H 0.310 0.479 -0.477
H 0.059 -0.179 -0.194
H -0.718 -0.142 0.332
H 0.290 0.155 0.196
H -0.276 0.666 0.241
H -0.430 -0.002 -0.349
C 0.865 1.055 0.913
C -0.756 0.765 -2.352
C 1.254 -0.736 0.646
O -0.946 1.055 0.194
C 1.879 -0.924 -0.725
N 0.842 0.247 0.685
H 0.247 -1.474 0.654
H -0.596 -0.064 0.091
H -0.271 0.387 -0.454
H 0.498 -0.063 -0.185
H -0.227 -0.798 -0.099
H -0.095 -0.730 0.044
H -0.628 -0.313 0.850
H -0.279 0.384 -0.272
H -0.250 0.462 -0.109
H -0.257 0.198 -0.063
H -0.332 -0.818 0.487
H -0.272 0.372 0.170
B -0.469 -0.105 0.952
F 1.030 -0.368 -0.624
F -0.273 -0.459 -0.780
F 0.122 0.362 0.708
F -0.493 0.860 -0.027
B -1.974 -0.364 1.280
F -0.419 0.631 -0.763
F 1.345 -0.319 -0.612
F 0.815 0.826 -0.296
F 0.604 -0.268 0.852
B 0.631 1.016 -0.257
F -0.029 -0.630 0.769
F -0.901 0.250 -0.076
F 0.119 -0.065 -0.604
F -0.471 0.382 -0.053
B 0.235 -1.292 -1.641
F 0.565 0.730 0.527
F -0.644 0.560 -0.002
F 0.251 -0.007 0.856
F -0.051 0.411 0.571
B -0.177 -1.574 -0.630
F -0.270 0.899 -0.043
F -0.176 0.323 0.100
F 0.164 0.318 0.442
F 0.171 0.430 0.091
B -1.162 1.695 0.428
F 0.061 -1.385 0.095
F 0.239 -0.148 -0.172
F 0.236 -0.545 -0.403
F 0.760 0.371 -0.145
B 0.177 -1.375 -0.120
F 0.009 0.608 -0.303
F 0.576 0.090 0.307
F -0.078 0.574 -0.259
F -0.621 0.330 0.595

## Properties
- Charge: -2
- Total energy: -117952.7220 eV
- E_LUMO: -0.18 eV
- M: 1032.2 g/mol

Löwdin population analysis, charges in e, atoms 1 to 6: 0.03, -0.41, 0.17, 0.11, 0.19, 0.19